# C46H113N13O10

10 unconnected molecules or ions with the total composition C46H113N13O10 in a non-equilibrium geometry (ωB97M-V with the def2-TZVPD basis set, OMol25).

```
182
Properties=species:S:1:pos:R:3:forces:R:3
C -19.4286 8.6558 5.5911 0.14 0.57 0.25
C -20.0118 7.8338 6.7494 0.44 -1.00 0.24
C -20.9673 6.7925 6.1115 -0.02 0.86 0.43
C -21.0697 5.5477 6.9252 -0.72 -0.41 0.11
C -19.7586 4.8118 6.9960 0.77 -0.24 1.12
C -18.4971 5.7188 7.1394 0.98 1.95 -0.99
N -18.9608 7.0949 7.5018 -1.75 -1.43 0.67
O -18.0197 7.9233 8.1200 0.58 0.36 -0.64
C -17.5394 5.2234 8.2323 1.23 -0.36 -0.46
C -17.6739 5.8330 5.8021 -0.73 -1.47 -0.05
C -20.8007 8.6308 7.7861 0.43 1.63 -0.58
H -18.6478 9.3552 5.8964 0.00 -0.08 0.25
H -20.1869 9.2575 5.0851 -0.17 -0.14 0.04
H -18.9882 7.9794 4.8616 -0.01 0.04 -0.03
H -21.9524 7.2636 6.1332 0.02 0.08 -0.58
H -20.6482 6.5972 5.0867 -0.20 -0.16 -0.03
H -21.8445 4.9025 6.4993 0.15 -0.13 -0.15
H -21.4735 5.7634 7.9178 0.33 0.24 0.08
H -19.7010 4.1025 6.1692 0.43 0.10 -0.07
H -19.7585 4.2432 7.9294 -0.13 -0.40 -0.22
H -16.6947 5.8813 8.4590 -0.58 0.76 0.04
H -17.9571 4.8850 9.1796 -0.31 -0.02 -0.14
H -16.8901 4.4567 7.7945 -0.72 -0.74 0.09
H -18.3875 5.8506 4.9755 0.05 0.57 -0.07
H -16.9574 6.6487 5.7497 -0.20 0.18 0.24
H -17.1416 4.8995 5.5860 0.21 -0.01 0.28
H -21.3798 8.0637 8.5106 0.33 -0.33 -0.01
H -21.4886 9.3357 7.3066 -0.16 -0.27 -0.27
H -20.0968 9.3151 8.2657 -0.04 -0.30 0.48
H -17.8859 7.5535 9.0004 -0.24 0.13 0.07
C -21.1475 -0.9418 1.5898 1.18 1.60 -1.45
C -19.6844 -1.2521 1.1648 -0.97 -1.49 0.76
C -19.5599 -1.1906 -0.3985 1.09 -0.22 1.49
C -18.0708 -1.1043 -0.7692 -0.47 0.16 -0.51
C -17.3942 0.0652 -0.0837 0.24 0.27 -0.63
C -17.4198 0.0173 1.4199 0.48 -0.15 0.72
N -18.7862 -0.3101 1.8277 -0.37 0.81 -0.08
O -18.8327 -0.4971 3.2440 -0.32 0.16 -0.32
C -16.4106 -1.0093 1.9607 -0.76 -0.34 1.00
C -17.0187 1.4144 1.9971 -0.02 -1.03 0.15
C -19.5270 -2.7398 1.6141 0.93 -0.42 -1.07
H -21.2044 0.1249 1.3408 -0.71 -0.01 -0.04
H -21.4038 -1.0253 2.6413 0.14 -0.59 -0.03
H -21.7432 -1.5197 0.8858 -0.57 0.01 0.46
H -20.0156 -2.1194 -0.7372 -0.05 0.17 -0.37
H -20.0567 -0.3344 -0.8550 -0.23 0.07 0.29
H -18.0280 -0.9431 -1.8488 0.22 -0.09 -0.04
H -17.4778 -1.9973 -0.5632 -0.37 -0.25 0.09
H -17.8309 1.0205 -0.3895 -0.10 -0.08 -0.21
H -16.3541 0.0528 -0.4193 0.06 0.31 0.13
H -16.6389 -2.0209 1.6188 0.68 0.14 -0.83
H -15.3886 -0.6444 1.8822 0.11 -0.45 -0.45
H -16.5900 -1.1934 3.0246 0.02 0.61 0.15
H -15.9801 1.6406 1.7511 -0.05 0.01 -0.29
H -17.6661 2.2188 1.6523 -0.09 -0.06 0.02
H -17.0300 1.3287 3.0849 -0.23 0.24 0.04
H -20.0439 -3.4232 0.9327 -0.39 0.35 -0.11
H -19.9293 -2.9857 2.5935 0.40 0.37 0.24
H -18.4948 -3.0728 1.4689 0.09 0.02 0.61
H -19.3644 0.2663 3.4955 0.06 -0.11 0.34
C -14.0337 6.6825 10.3514 1.14 0.16 -0.32
C -14.2926 6.5037 11.8486 -1.36 -0.33 0.10
C -13.0346 6.4288 12.6789 1.95 0.84 0.63
C -12.2604 7.7581 12.7900 -0.29 -1.00 -1.69
C -13.1803 8.8832 13.2251 1.35 0.02 1.67
C -14.6139 8.9271 12.7127 -0.37 0.14 -2.36
N -15.1137 7.5756 12.3812 -0.14 -0.29 2.56
O -16.4233 7.5984 11.8365 0.43 0.36 -0.40
C -15.5398 9.6411 13.7080 1.20 0.53 0.28
C -14.5960 9.7113 11.3850 -0.73 1.47 -0.63
C -15.0525 5.1745 12.0633 0.39 0.20 -0.87
H -14.8933 6.6982 9.6813 -0.37 -0.38 0.46
H -13.3450 5.8920 10.0403 -0.09 -0.01 -0.27
H -13.5536 7.6376 10.1312 0.26 -0.06 0.21
H -13.1139 6.2003 13.7455 -1.16 -0.65 -0.19
H -12.3588 5.6742 12.2683 -0.15 -0.10 -0.11
H -11.7931 7.9413 11.8146 -0.24 0.39 -0.08
H -11.3965 7.6272 13.4423 -0.23 0.15 0.34
H -12.5562 9.7592 13.0244 -0.88 0.57 -0.28
H -13.1834 8.8830 14.3219 -0.27 -0.30 0.04
H -16.6121 9.5862 13.5396 0.05 -0.33 -0.11
H -15.2404 9.3872 14.7262 -0.52 -0.35 0.07
H -15.2761 10.6976 13.6158 -0.16 0.07 0.09
H -15.0339 10.7167 11.4323 0.11 0.06 0.61
H -13.5960 9.9231 11.0065 0.01 -0.57 -0.25
H -15.2726 9.2823 10.6462 0.47 -0.45 -0.16
H -15.8994 5.1663 11.3769 -0.36 -0.06 0.45
H -15.3083 5.0347 13.1110 -0.24 0.03 -0.06
H -14.4276 4.3434 11.7275 0.17 0.03 0.20
H -16.9873 7.6553 12.6142 -0.02 -0.21 -0.01
C -9.3208 2.1325 10.7596 -0.37 -0.18 -0.35
O -9.8858 1.0396 10.5852 0.26 0.31 -0.29
N -8.8067 2.9190 9.7492 -0.27 -1.56 1.51
N -9.1914 2.6555 11.9885 -0.52 -0.19 1.87
H -8.6518 3.8236 10.1468 0.07 0.68 -1.36
H -9.1288 2.6297 8.8375 0.33 0.84 -0.13
H -8.7828 3.5461 12.2064 0.14 0.09 -0.48
H -9.8078 2.2981 12.7564 0.46 -0.05 -0.68
C -9.9674 2.4505 6.7545 1.10 0.71 0.16
O -9.3231 3.3071 6.1480 -0.16 -0.85 -0.11
N -9.4869 1.2240 7.1581 0.10 0.17 -0.45
N -11.1829 2.6657 7.2689 -1.26 0.20 0.13
H -8.5664 0.9371 6.8825 0.00 0.04 0.09
H -9.9987 0.7336 7.8747 0.18 -0.35 -0.09
H -11.6561 3.5266 7.0619 0.18 0.02 -0.09
H -11.6809 1.9023 7.7436 -0.02 0.28 0.05
C -11.5030 0.7175 14.0474 0.06 0.89 0.17
O -10.9209 1.8205 13.9806 -0.32 -0.76 -0.13
N -12.2794 0.4385 15.1194 -0.26 -0.79 -0.09
N -11.4282 -0.2245 13.0859 0.93 0.24 -0.62
H -12.6650 -0.5090 15.2348 0.12 0.91 0.08
H -12.5268 1.2381 15.6708 -0.01 -0.20 0.28
H -11.9504 -1.0811 13.0458 -0.32 -0.10 0.21
H -10.7704 -0.0308 12.3349 -0.21 0.02 -0.02
C -17.6541 -1.9292 10.0348 -0.21 -0.24 0.60
C -17.1949 -2.9621 8.9867 -0.43 1.92 -0.62
C -18.1520 -2.7712 7.7698 -0.66 -2.06 0.80
O -17.8894 -3.6602 6.6863 0.42 0.12 -0.05
C -18.9603 -3.6882 5.7397 0.90 0.53 0.02
N -15.8466 -2.6475 8.5605 0.66 -0.48 -0.03
H -17.2753 -0.9154 9.8912 -0.17 -0.02 -0.54
H -17.3527 -2.1559 11.0615 0.26 -0.40 -0.16
H -18.7456 -1.9378 10.0767 -0.02 0.32 -0.09
H -17.2521 -3.9273 9.4894 -0.03 -0.31 -0.62
H -18.1269 -1.7391 7.4119 -0.13 0.16 0.21
H -19.1320 -3.1028 8.1356 -0.38 0.78 0.02
H -19.3332 -2.6740 5.5758 -0.30 0.00 0.13
H -19.7515 -4.3727 6.0440 -0.11 0.03 0.07
H -18.5356 -3.9799 4.7807 -0.01 -0.33 0.06
H -15.6507 -3.2339 7.7521 0.24 -0.04 0.09
H -15.8403 -1.7017 8.1840 0.16 0.07 0.12
C -12.7177 -5.0026 12.9297 -0.27 -0.86 0.91
C -13.6326 -3.8578 13.4196 -0.93 -1.20 -0.94
C -13.1631 -3.4378 14.8299 2.47 0.85 -1.55
O -13.4564 -2.1331 15.2774 -1.29 0.02 0.19
C -14.8362 -1.9270 15.6118 0.76 -1.82 0.29
N -13.6717 -2.7798 12.4467 0.49 1.44 0.65
H -13.0918 -5.6473 12.1321 -0.32 0.76 -0.48
H -12.6905 -5.7649 13.7186 0.30 0.26 0.31
H -11.6862 -4.7301 12.7068 -0.12 0.36 0.02
H -14.6435 -4.2783 13.4588 -0.09 -0.30 0.41
H -12.0867 -3.2928 14.6641 0.14 -0.48 0.20
H -13.2395 -4.2420 15.5648 -0.66 0.17 0.15
H -14.9195 -1.0089 16.1830 -0.26 0.23 -0.49
H -15.0949 -2.7677 16.2675 -0.29 0.23 0.25
H -15.4483 -2.0865 14.7218 -0.26 0.81 0.04
H -13.8572 -3.0111 11.4820 0.09 -0.66 0.02
H -14.3959 -2.1143 12.6961 0.15 0.09 0.03
C -14.0071 2.6922 9.1897 0.50 0.38 -2.10
C -13.9773 1.2708 8.6601 0.47 -1.73 -0.32
C -14.3313 1.1268 7.1754 -0.15 1.03 -0.89
O -14.7416 -0.1820 6.8372 -0.54 0.46 1.26
C -14.9737 -0.5002 5.4866 -0.04 -0.32 0.06
N -12.6282 0.6925 8.7452 0.63 -0.01 0.74
H -13.5681 3.3362 8.4159 0.25 -0.06 -0.08
H -13.3305 2.8524 10.0259 -0.72 -0.11 0.56
H -15.0282 3.0723 9.1653 -0.06 -0.09 1.10
H -14.6226 0.6144 9.2567 -0.53 0.27 -0.17
H -13.4755 1.3804 6.5393 0.44 -0.03 0.33
H -15.0350 1.9161 6.8746 -0.70 -0.38 0.13
H -14.0117 -0.6672 4.9926 -0.16 -0.21 -0.23
H -15.5715 0.1984 4.8913 0.12 0.48 0.39
H -15.5954 -1.3946 5.5672 0.36 -0.27 -0.46
H -12.5824 -0.2514 8.3739 -0.27 0.05 -0.14
H -12.3247 0.6045 9.7128 0.16 0.18 -0.05
C -12.6740 -3.8337 6.1557 0.02 0.62 0.08
C -11.6945 -2.6632 6.4451 -1.10 -0.60 -0.09
C -10.7266 -2.9786 7.6207 -1.67 1.19 -1.87
O -10.1696 -1.7193 7.9563 -0.13 -0.81 0.47
C -9.0658 -1.8691 8.8166 1.20 0.55 -0.53
N -11.1015 -2.2412 5.1746 0.62 0.03 0.65
H -13.6538 -3.4637 5.8460 0.07 0.26 0.05
H -12.8517 -4.4150 7.0613 0.15 -0.33 -0.19
H -12.3512 -4.4223 5.2965 0.30 -0.36 0.33
H -12.3286 -1.8405 6.7865 0.16 0.17 0.08
H -10.0268 -3.7187 7.2229 0.43 -0.05 0.60
H -11.3871 -3.3275 8.4170 0.49 -0.40 0.36
H -9.1667 -2.6321 9.5926 -0.33 0.05 -0.03
H -8.8332 -0.9007 9.2631 -0.28 -0.08 0.18
H -8.2072 -2.1219 8.1770 0.13 -0.26 0.31
H -10.4362 -1.5003 5.3891 -0.12 0.17 -0.15
H -10.5220 -3.0044 4.8321 -0.10 -0.04 -0.15
```
Positions in Å, forces in eV/Å.

Results
Calculated total energy: -3284.527167 Ha
Structure (SMILES): CC1(C)CCCC(C)(C)N1O.CC1(C)CCCC(C)(C)N1O.CC1(C)CCCC(C)(C)N1O.COC[C@H](C)N.COC[C@H](C)N.COC[C@H](C)N.COC[C@H](C)N.NC(N)=O.NC(N)=O.NC(N)=O
HOMO-LUMO gap: 7.8 eV
E_LUMO: 0.008 hartree
Spin multiplicity: 1
Energy above the lowest of the compared OMol25 structures with the same formula, charge and spin: 326.1 kJ/mol
HOMO: -0.2776 Ha

Atomic partial charges in e from the Löwdin method, atoms 1 to 8:
1. C -0.031
2. C -0.498
3. C -0.148
4. C -0.205
5. C -0.119
6. C -0.440
7. N -0.131
8. O -0.022